Entry 1:
{"formula": "C50H62O10S3", "method": "the ωB97M-V functional and the def2-TZVPD basis", "total_charge": 0, "e_above_lowest_kcal_mol": 120.0, "homo_ev": -9.1, "smiles": "CCOS(C)(=O)=O.CCOS(C)(=O)=O.O=S1(=O)OCCO1.c1ccccc1.c1ccccc1.c1ccccc1.c1ccccc1.c1ccccc1.c1ccccc1.c1ccccc1", "homo_lumo_gap_ev": 9.00, "symbols": ["C", "C", "O", "S", "O", "O", "O", "H", "H", "H", "H", "O", "S", "O", "O", "C", "C", "C", "H", "H", "H", "H", "H", "H", "H", "H", "O", "S", "O", "O", "C", "C", "C", "H", "H", "H", "H", "H", "H", "H", "H", "C", "C", "C", "C", "C", "C", "H", "H", "H", "H", "H", "H", "C", "C", "C", "C", "C", "C", "H", "H", "H", "H", "H", "H", "C", "C", "C", "C", "C", "C", "H", "H", "H", "H", "H", "H", "C", "C", "C", "C", "C", "C", "H", "H", "H", "H", "H", "H", "C", "C", "C", "C", "C", "C", "H", "H", "H", "H", "H", "H", "C", "C", "C", "C", "C", "C", "H", "H", "H", "H", "H", "H", "C", "C", "C", "C", "C", "C", "H", "H", "H", "H", "H", "H"], "xyz": [[-0.595, 2.074, -0.436], [-0.211, 0.583, -0.543], [-0.481, 0.036, 0.686], [-1.325, 1.052, 1.760], [-0.610, 1.182, 3.010], [-2.733, 0.722, 1.808], [-1.054, 2.395, 0.854], [-1.390, 2.378, -1.117], [0.366, 2.567, -0.580], [0.854, 0.400, -0.691], [-0.736, 0.025, -1.318], [-1.550, 8.757, -5.655], [-1.123, 7.338, -5.501], [0.029, 6.756, -6.285], [-0.858, 7.082, -3.882], [0.059, 7.968, -3.207], [0.338, 7.345, -1.815], [-2.706, 6.376, -5.707], [-0.528, 8.878, -3.086], [0.947, 8.288, -3.752], [0.713, 8.158, -1.193], [1.048, 6.518, -1.798], [-0.483, 7.015, -1.178], [-3.487, 6.808, -5.080], [-2.569, 5.393, -5.256], [-2.919, 6.331, -6.775], [-6.954, 3.149, -3.409], [-6.547, 1.761, -3.143], [-5.294, 1.166, -3.636], [-6.597, 1.372, -1.498], [-7.536, 2.062, -0.704], [-6.878, 3.356, -0.157], [-7.873, 0.572, -3.663], [-7.640, 1.328, 0.094], [-8.497, 2.201, -1.200], [-6.013, 3.207, 0.489], [-7.604, 4.072, 0.229], [-6.324, 3.890, -0.929], [-7.540, -0.272, -3.060], [-7.818, 0.490, -4.749], [-8.708, 1.020, -3.124], [3.086, -0.052, -5.264], [3.789, -1.176, -5.056], [3.237, -2.406, -5.048], [1.837, -2.520, -5.122], [1.149, -1.310, -5.354], [1.721, -0.087, -5.468], [3.606, 0.894, -5.291], [4.860, -1.123, -4.922], [3.774, -3.335, -4.927], [1.337, -3.470, -5.001], [0.078, -1.445, -5.330], [1.236, 0.860, -5.652], [-5.688, -6.203, -0.215], [-5.294, -4.847, -0.206], [-4.165, -4.373, 0.354], [-3.358, -5.280, 1.009], [-3.641, -6.678, 1.004], [-4.805, -7.136, 0.384], [-6.618, -6.592, -0.602], [-6.007, -4.102, -0.525], [-3.966, -3.312, 0.357], [-2.526, -4.895, 1.581], [-3.031, -7.314, 1.629], [-5.012, -8.194, 0.322], [-3.274, -6.400, -4.442], [-4.007, -7.161, -5.331], [-4.965, -6.551, -6.097], [-5.138, -5.163, -6.079], [-4.318, -4.464, -5.304], [-3.437, -5.052, -4.450], [-2.552, -6.890, -3.805], [-3.797, -8.207, -5.500], [-5.541, -7.196, -6.744], [-5.848, -4.646, -6.708], [-4.551, -3.409, -5.292], [-2.834, -4.465, -3.774], [8.292, -3.644, 0.469], [8.029, -2.725, 1.485], [6.702, -2.244, 1.591], [5.706, -2.686, 0.744], [5.988, -3.618, -0.241], [7.270, -4.144, -0.335], [9.280, -4.078, 0.411], [8.714, -2.285, 2.195], [6.534, -1.498, 2.353], [4.738, -2.221, 0.860], [5.137, -3.951, -0.816], [7.417, -4.891, -1.101], [0.718, -3.917, 7.067], [1.033, -4.061, 5.683], [1.640, -5.275, 5.344], [2.010, -6.252, 6.304], [1.703, -6.020, 7.622], [1.144, -4.810, 7.991], [0.193, -3.012, 7.337], [0.832, -3.374, 4.874], [1.998, -5.421, 4.335], [2.483, -7.158, 5.953], [1.896, -6.711, 8.429], [1.007, -4.737, 9.060], [0.773, 3.137, 11.955], [0.926, 2.515, 10.679], [1.440, 3.196, 9.639], [1.986, 4.478, 9.839], [1.864, 5.113, 11.107], [1.169, 4.498, 12.120], [0.249, 2.695, 12.790], [0.522, 1.535, 10.472], [1.440, 2.714, 8.673], [2.467, 4.937, 8.988], [2.307, 6.098, 11.116], [1.001, 4.970, 13.077], [6.947, 3.821, -2.059], [8.266, 4.039, -1.818], [8.572, 4.818, -0.717], [7.570, 5.403, 0.073], [6.211, 5.225, -0.282], [5.913, 4.360, -1.298], [6.673, 2.974, -2.670], [8.946, 3.499, -2.461], [9.620, 4.902, -0.468], [7.904, 6.043, 0.876], [5.370, 5.585, 0.292], [4.886, 4.077, -1.471]]}

Entry 2:
{"formula": "C9H14BrF6O10PS", "method": "the ωB97M-V functional and the def2-TZVPD basis", "total_charge": 0, "homo_ev": -9.4, "homo_lumo_gap_ev": 9.76, "symbols": ["O", "S", "O", "C", "O", "O", "O", "P", "O", "Br", "H", "H", "H", "H", "C", "C", "O", "C", "O", "C", "F", "F", "F", "H", "H", "H", "H", "H", "C", "C", "O", "C", "O", "C", "F", "F", "F", "H", "H", "H", "H", "H"], "xyz": [[1.160, 3.710, -4.146], [0.586, 3.056, -5.344], [0.180, 4.381, -6.314], [0.123, 4.051, -7.728], [0.613, 2.736, -8.008], [1.294, 2.837, -9.257], [-0.947, 2.467, -4.992], [-1.086, 1.834, -3.416], [-2.735, 1.463, -3.351], [-0.126, -0.235, -3.342], [0.756, 4.798, -8.237], [-0.914, 4.181, -8.091], [2.190, 2.523, -9.089], [-2.838, 0.671, -2.818], [3.579, -2.756, 1.307], [2.726, -3.827, 0.658], [1.327, -3.533, 0.805], [0.832, -2.644, -0.052], [1.460, -2.095, -0.904], [-0.665, -2.467, 0.195], [-0.945, -2.330, 1.493], [-1.358, -3.520, -0.242], [-1.165, -1.398, -0.418], [3.293, -2.622, 2.351], [4.633, -3.026, 1.259], [3.447, -1.794, 0.811], [2.889, -4.782, 1.155], [2.978, -3.961, -0.395], [-2.836, 1.264, 4.274], [-1.685, 0.311, 4.034], [-0.829, 0.236, 5.187], [-1.254, -0.552, 6.170], [-2.267, -1.179, 6.158], [-0.234, -0.573, 7.303], [0.193, 0.652, 7.612], [0.840, -1.293, 6.969], [-0.736, -1.104, 8.410], [-2.464, 2.245, 4.576], [-3.436, 1.375, 3.370], [-3.484, 0.906, 5.075], [-1.065, 0.678, 3.217], [-2.034, -0.684, 3.754]]}

Entry 3:
{"formula": "C2H4N4O", "method": "the ωB97M-V functional and the def2-TZVPD basis", "total_charge": 0, "e_above_lowest_kcal_mol": 40.0, "homo_ev": -9.0, "smiles": "[H]/N=c1\\nc(N)o[nH]1", "homo_lumo_gap_ev": 9.55, "symbols": ["C", "C", "H", "H", "H", "H", "N", "N", "N", "N", "O"], "xyz": [[0.842, -0.119, -0.117], [-1.306, -0.119, -0.139], [2.831, 0.338, 0.306], [2.400, -1.305, 0.055], [-2.654, -1.398, 0.040], [-1.235, 1.869, 0.375], [2.168, -0.353, -0.117], [-0.167, -0.947, -0.142], [-2.573, -0.352, 0.021], [-0.852, 1.224, -0.280], [0.545, 1.162, -0.001]]}

Entry 4:
{"formula": "C32H54BrN4O6", "method": "the ωB97M-V functional and the def2-TZVPD basis", "total_charge": 1, "homo_ev": -10.8, "homo_lumo_gap_ev": 8.12, "symbols": ["C", "C", "C", "C", "O", "C", "C", "N", "C", "C", "C", "C", "C", "C", "C", "C", "C", "C", "N", "C", "C", "C", "C", "C", "O", "C", "C", "O", "C", "C", "C", "O", "Br", "H", "H", "H", "H", "H", "H", "H", "H", "H", "H", "H", "H", "H", "H", "H", "H", "H", "H", "H", "H", "H", "H", "H", "H", "H", "H", "H", "H", "H", "H", "H", "H", "H", "H", "H", "H", "H", "H", "H", "H", "C", "O", "N", "C", "C", "H", "H", "H", "H", "H", "H", "H", "C", "O", "N", "C", "C", "H", "H", "H", "H", "H", "H", "H"], "xyz": [[-2.432, 1.281, -2.571], [-2.252, 0.642, -3.855], [-0.786, 0.719, -4.481], [-0.026, -0.694, -4.608], [-0.651, -1.795, -3.909], [-0.415, -1.761, -2.481], [-0.824, -3.245, -1.938], [-2.268, -3.559, -2.166], [-3.112, -3.062, -1.041], [1.103, -1.498, -2.041], [1.098, -1.291, -0.418], [1.853, -2.569, 0.198], [1.939, -2.592, 1.789], [1.318, -3.853, 2.500], [1.348, -4.072, 4.035], [2.039, -2.980, 4.907], [2.625, -1.702, 4.220], [2.587, -1.488, 2.663], [1.777, -0.356, -2.769], [3.247, -0.280, -2.459], [3.779, 1.187, -2.095], [2.932, 1.941, -0.958], [3.654, 1.931, 0.502], [2.538, 2.160, 1.664], [3.154, 2.492, 2.933], [2.561, 1.807, 4.044], [1.007, 1.457, 4.251], [3.348, 1.485, 4.984], [1.556, -0.617, -4.242], [2.192, 0.490, -5.214], [3.359, -0.271, -6.055], [3.024, -1.260, -6.760], [5.265, 0.277, -6.025], [-1.893, 2.293, -2.458], [-3.005, 0.808, -1.707], [-3.160, 0.139, -4.322], [-0.911, 1.135, -5.556], [-0.144, 1.516, -3.937], [-0.049, -0.977, -5.729], [-1.157, -1.044, -1.979], [-0.206, -4.033, -2.493], [-0.632, -3.378, -0.823], [-2.592, -3.233, -3.084], [-3.292, -1.929, -1.214], [-2.612, -3.161, -0.006], [-4.104, -3.646, -0.968], [1.741, -2.436, -2.272], [1.702, -0.360, -0.116], [0.015, -1.186, -0.028], [2.947, -2.516, -0.184], [1.435, -3.549, -0.227], [0.813, -4.661, 1.850], [0.893, -4.996, 4.526], [2.132, -3.086, 6.046], [3.118, -0.945, 4.926], [3.016, -0.560, 2.163], [1.241, 0.499, -2.540], [3.564, -0.965, -1.583], [3.885, -0.646, -3.353], [4.846, 1.045, -1.669], [3.894, 1.900, -2.978], [1.839, 1.620, -0.871], [2.910, 3.059, -1.259], [4.221, 0.934, 0.660], [4.438, 2.781, 0.523], [1.948, 3.097, 1.332], [1.906, 1.211, 1.667], [0.854, 0.514, 4.900], [0.435, 1.237, 3.261], [0.467, 2.361, 4.720], [1.991, -1.650, -4.476], [1.476, 0.900, -6.007], [2.660, 1.388, -4.690], [-1.824, 2.592, 1.574], [-0.738, 2.030, 1.581], [-2.036, 3.901, 1.883], [-3.358, 4.494, 1.851], [-0.904, 4.727, 2.257], [-2.748, 2.057, 1.305], [-3.362, 5.319, 1.134], [-3.603, 4.876, 2.846], [-4.110, 3.760, 1.555], [-0.182, 4.739, 1.435], [-0.422, 4.297, 3.139], [-1.228, 5.745, 2.475], [-5.597, 0.326, 1.882], [-5.043, 1.160, 1.184], [-4.971, -0.497, 2.769], [-5.695, -1.468, 3.566], [-3.533, -0.397, 2.917], [-6.687, 0.172, 1.843], [-5.535, -1.249, 4.625], [-5.317, -2.468, 3.340], [-6.764, -1.432, 3.351], [-3.278, 0.618, 3.231], [-3.060, -0.595, 1.952], [-3.172, -1.112, 3.657]]}

Entry 5:
{"formula": "C3H14N2O2", "method": "the ωB97M-V functional and the def2-TZVPD basis", "total_charge": 0, "e_above_lowest_kcal_mol": 9.6, "homo_ev": -9.2, "smiles": "NCCCN.O.O", "homo_lumo_gap_ev": 10.05, "symbols": ["C", "C", "C", "N", "N", "H", "H", "H", "H", "H", "H", "H", "H", "H", "H", "H", "H", "O", "H", "H", "O"], "xyz": [[-0.304, -1.873, -0.436], [0.928, -1.040, -0.777], [1.555, -0.354, 0.449], [1.698, 1.112, 0.246], [-0.901, -2.546, -1.590], [-1.072, -1.244, 0.023], [-0.056, -2.615, 0.312], [0.713, -0.244, -1.497], [1.646, -1.729, -1.233], [0.885, -0.466, 1.299], [2.503, -0.787, 0.670], [2.564, 1.305, -0.240], [1.753, 1.527, 1.165], [-1.507, -1.908, -2.093], [-0.202, -2.824, -2.267], [-0.075, 1.538, -0.348], [-0.802, 2.891, -0.477], [-0.967, 1.941, -0.452], [-2.541, 1.638, 2.296], [-1.338, 1.963, 1.439], [-1.611, 1.865, 2.367]]}